1.
{"formula": "CH5N3O", "method": "ωB97M-V/def2-TZVPD", "gap_ev": 10.108, "lumo_energy_ev": 1.0, "e_tot_ev": -7635.0254, "e_above_lowest_kj_mol": 59.1, "smiles": "NNC(N)=O", "max_force_ha_per_bohr": 0.1185, "symbols": ["O", "H", "N", "H", "H", "C", "H", "H", "N", "N"], "positions_angstrom": [[-1.840260, -1.107719, 0.097038], [-0.191775, 1.658813, -0.062042], [-1.109905, 1.103307, -0.115109], [1.764265, -0.129307, 1.019450], [2.129278, -0.321221, -0.470786], [-1.023434, -0.286968, -0.029069], [-1.896820, 1.674942, 0.037431], [0.386546, -1.791534, -0.318870], [0.364728, -0.829953, -0.230148], [1.417375, 0.029644, 0.072104]], "forces_ev_per_a": [[-3.60, -1.72, 0.38], [-1.91, -1.69, -0.26], [3.56, -0.03, 0.08], [-0.34, 0.05, 0.20], [2.38, -0.13, -1.82], [5.13, 1.41, -1.06], [-1.23, -0.23, 0.32], [0.42, -2.14, 0.37], [-3.84, 4.70, 0.51], [-0.57, -0.22, 1.30]]}



2.
{"formula": "C41H51BF8NO28", "method": "ωB97M-V/def2-TZVPD", "gap_ev": 5.886, "lumo_energy_ev": 1.4, "e_tot_ev": -124582.3641, "e_above_lowest_kj_mol": 228.6, "charge": -1, "max_force_ha_per_bohr": 0.0697, "symbols": ["F", "H", "H", "H", "H", "H", "C", "H", "H", "H", "H", "C", "O", "H", "H", "H", "O", "H", "C", "C", "C", "C", "H", "C", "C", "O", "F", "O", "O", "H", "O", "H", "O", "C", "O", "H", "H", "C", "H", "H", "F", "N", "H", "F", "H", "C", "C", "F", "H", "C", "C", "H", "C", "C", "O", "O", "B", "H", "C", "H", "C", "H", "O", "H", "O", "C", "H", "C", "H", "H", "C", "C", "O", "O", "C", "H", "C", "C", "H", "O", "O", "H", "H", "O", "H", "F", "H", "C", "O", "C", "C", "O", "H", "C", "O", "H", "H", "C", "C", "O", "H", "C", "C", "C", "C", "H", "H", "H", "C", "F", "O", "O", "H", "H", "F", "H", "O", "O", "H", "H", "C", "O", "C", "H", "H", "O", "C", "O", "C", "C"], "positions_angstrom": [[-2.899846, -4.398243, -3.127067], [3.558084, -6.534744, 3.152113], [-1.785009, -2.057046, 3.601417], [-2.115352, -3.823447, 3.430109], [-1.651870, -5.801466, -3.839662], [5.050022, 4.729020, 1.230797], [-2.054021, -1.604639, -1.332961], [1.578632, 5.210432, -7.285193], [-3.563911, -6.129584, -1.453139], [4.556208, -3.665235, 1.145091], [1.459934, -5.853750, 6.511168], [1.049236, 5.908721, -7.932185], [6.765755, 0.330550, 4.847816], [2.400424, -2.553118, -0.626558], [-7.520194, -5.304985, -6.477074], [-1.710611, 6.709141, 4.794621], [-1.912318, 4.847328, -2.719070], [2.378548, -4.465914, 1.826302], [1.749055, -2.993213, 0.188537], [3.335946, 5.424868, 0.104793], [0.438021, -2.445022, 7.039305], [-2.806061, -6.532905, -2.127865], [-2.857561, 5.372789, 3.117443], [-0.476786, -3.327804, 4.881124], [-4.318827, 3.493173, 0.866676], [2.055673, 5.731621, 0.623235], [-5.235999, 5.447764, -5.584440], [-5.116058, 3.967748, 1.617647], [5.171877, -5.864262, 2.057653], [-0.535308, 0.714088, 1.684023], [3.531322, -0.712091, 2.202366], [4.509897, -7.876078, 2.408933], [-3.852479, 5.003967, -3.863832], [-0.366058, -2.207801, 5.828292], [2.807668, -2.504552, 3.285210], [-3.083770, 7.397732, -5.866656], [5.223381, 0.130345, 3.447032], [-2.089944, -5.462869, -2.896938], [-0.634625, -3.837507, 1.513542], [5.188507, -6.228422, -0.017443], [3.183568, 4.674995, -1.013679], [0.158779, -1.810415, 1.855142], [0.761945, -3.253980, -0.278201], [2.583575, 7.292966, -9.065853], [0.644689, -3.643734, 2.753538], [7.723971, 1.284414, 4.930154], [5.689296, 0.885395, 4.084329], [-1.473979, 6.212178, 1.926986], [-2.682064, 4.092660, -1.255999], [-1.295718, -3.063243, 3.558793], [-1.088127, 6.001741, 4.245958], [0.578437, -1.619555, 7.775222], [-5.803116, -5.584367, -4.347734], [-2.090939, -1.780956, 0.264071], [-5.749803, -5.959575, -5.658976], [-1.454502, 8.136761, -7.455619], [-0.819194, -1.134589, 0.999541], [-4.759880, 6.820450, -4.199361], [0.166734, -4.631835, 5.152314], [-5.383614, -3.211327, -5.760708], [2.493266, -4.271783, 0.730504], [-1.091768, -2.010462, -1.739146], [0.653894, 8.131790, -8.264248], [6.813722, 1.606433, 2.353370], [-4.478513, 3.442568, -0.484635], [-2.541208, 2.375753, 0.090202], [4.259623, -4.077546, -0.665421], [1.728172, 7.243725, -8.016407], [-2.263580, -2.868907, 0.465354], [1.600628, -0.866976, 0.664394], [4.612281, -6.869919, 2.903559], [1.523513, -1.833153, 1.245230], [1.416789, 6.268053, 2.722353], [3.374911, 5.213391, 2.370558], [-0.438999, 7.561516, -7.683084], [-2.878143, 5.709683, -6.363258], [1.102888, -3.731256, 7.289561], [-2.544019, 5.299296, -3.620777], [-2.235221, -0.526941, -1.569861], [-0.644651, 0.280173, 0.820147], [-6.212586, -4.295940, -4.213332], [-3.272956, -7.270569, -2.777750], [3.624044, -6.506866, 0.847331], [-0.860976, 4.818879, 5.007722], [1.731601, -3.875637, 8.195714], [-3.333454, 2.404977, -2.129089], [0.011299, -5.407197, 4.354971], [-1.772106, 5.467908, 3.022586], [-1.062199, -5.066678, -2.011702], [0.963835, -4.871252, 6.353457], [-3.067335, 6.369279, -5.513576], [-2.051691, 6.179262, -4.531678], [0.911648, 5.445620, -8.912034], [2.208066, 5.781334, 1.976656], [-0.591027, 2.659640, 4.416503], [-7.144687, -3.062664, -5.607759], [-0.873011, -1.235096, 5.619804], [-4.309840, 5.998123, -4.761136], [-0.272341, -3.141051, 2.325669], [0.205576, -6.293163, -0.601386], [2.023531, -5.161747, 0.207173], [6.381373, 1.952120, 3.295384], [-3.189727, 3.159749, -1.008652], [-6.304223, -3.750818, -5.526169], [4.038675, -4.335334, 0.401747], [-0.130208, 6.474705, 4.022496], [3.862405, 6.350612, -0.142756], [3.709879, 3.569871, 1.165420], [3.965883, 4.631104, 1.210498], [-5.923685, -4.820808, -7.592790], [-0.222052, 6.251857, -7.387107], [-3.138559, 2.944303, 1.257469], [5.178486, -6.969670, 3.872346], [-3.026519, -1.244816, 0.618347], [5.555644, 3.007619, 3.058810], [-2.776935, 1.311350, 0.044681], [-5.531085, -6.296709, -3.436110], [-1.193064, 4.188658, 2.868474], [2.248261, 7.543416, -7.103380], [-1.460065, 2.492526, 0.103885], [2.685306, -1.723875, 2.324858], [7.415776, 2.375174, 4.166211], [-6.482530, -4.979605, -6.368218], [-2.881553, -2.245694, -1.755923], [4.933304, 1.286938, 4.762727], [8.717680, 1.185228, 5.581100], [-0.774492, -6.170433, -1.258662], [-1.751090, -7.114084, -1.364460], [-0.853549, 3.781580, 4.126484], [4.516047, -5.810136, 0.781665]], "forces_ev_per_a": [[0.02, 0.06, -0.24], [0.96, -0.49, -0.01], [0.48, -0.79, 0.02], [0.80, 0.58, 0.18], [-0.07, 0.17, -0.05], [-0.11, 0.08, 0.23], [-0.41, -0.53, 0.97], [-0.22, 0.06, 0.11], [0.06, 0.20, -0.15], [-0.26, -0.35, -1.10], [-0.43, 0.99, -0.02], [0.14, -0.81, 0.21], [0.60, 0.76, -0.09], [-0.73, -0.46, 0.77], [0.07, -0.03, -0.16], [-0.06, -0.26, 0.15], [0.24, 0.62, -0.98], [0.03, 0.55, -0.86], [0.66, 0.28, 0.49], [-0.27, -0.43, -0.36], [-0.04, -1.39, -1.28], [-0.57, -0.65, -0.04], [0.01, 0.01, -0.21], [0.08, 0.63, 1.41], [-0.29, -0.04, 0.54], [0.43, 0.31, 0.42], [-0.15, 0.03, 0.06], [0.19, -0.08, -0.17], [0.04, -0.63, -0.06], [0.56, -0.35, -0.37], [-2.13, -1.66, -0.94], [0.41, 0.80, 0.31], [0.38, 0.57, 0.12], [1.43, -2.98, 0.59], [-1.24, -0.67, -0.83], [0.21, -0.07, 0.13], [-0.12, -0.18, 0.10], [-0.19, 0.54, 0.18], [0.07, 0.81, 0.63], [-0.33, 0.34, 0.73], [0.01, 0.15, -0.15], [-1.07, -1.12, -1.22], [0.80, 0.11, 0.39], [0.09, 0.11, 0.04], [-0.90, 0.61, -0.55], [0.29, -0.50, 0.66], [-0.76, -0.82, -0.33], [-0.23, 0.01, -0.16], [-0.34, -0.50, 0.15], [0.93, -0.59, -0.08], [0.06, 0.87, 0.61], [-0.12, -0.80, -0.69], [0.29, -0.17, 0.78], [-0.77, -0.01, -0.66], [-0.47, 0.28, 0.36], [0.29, -0.13, -0.18], [0.55, 0.95, 0.58], [-0.14, -0.10, -0.06], [-0.11, 1.61, 0.80], [0.01, -0.18, -0.15], [-0.21, -0.89, -1.14], [-0.76, 0.66, 0.21], [-0.13, -0.39, 0.57], [-0.10, 0.17, -0.05], [0.19, 0.17, 0.58], [0.56, -0.31, 0.03], [-0.13, -0.19, 0.95], [0.29, 0.15, -0.53], [0.30, 0.89, 0.02], [-0.04, -0.99, 0.73], [-1.15, 0.28, 0.36], [0.91, 1.29, -0.44], [0.45, -0.12, -0.38], [-0.48, 0.36, -0.34], [-0.71, 0.23, 0.09], [-0.19, -0.06, 0.08], [-1.16, -0.14, -1.77], [0.59, -0.29, 0.34], [0.41, -0.96, -0.15], [-0.67, -1.03, 0.28], [0.05, -0.55, -0.26], [0.13, -0.08, 0.15], [0.76, 0.85, -0.33], [-0.17, -0.35, -0.45], [-0.61, 0.29, -0.77], [-0.06, 0.09, -0.16], [0.35, 0.66, 1.03], [0.24, 0.13, -0.52], [-0.06, -0.63, -0.22], [-1.37, 2.90, -0.78], [0.14, 0.60, -0.51], [-0.36, -0.32, 0.36], [0.11, 0.21, -0.06], [-0.31, -0.05, 0.63], [-0.05, 0.31, -0.14], [0.01, -0.09, 0.23], [0.64, -0.99, 0.25], [-0.30, -0.45, -0.24], [0.61, -0.94, 1.18], [-0.43, -0.03, -0.24], [0.53, 1.00, 0.58], [-0.26, 0.24, 0.23], [-0.01, -0.22, 0.00], [-0.23, 0.77, 0.11], [-0.47, -0.81, 1.64], [-0.31, -0.15, -0.17], [-0.06, -0.05, -0.17], [-0.09, 0.09, -0.16], [0.69, -0.40, 0.13], [-0.09, -0.10, -0.10], [0.06, 0.55, -0.15], [-0.79, 0.37, -0.43], [-0.32, 0.28, -1.20], [0.92, -0.56, -0.27], [0.10, 0.19, -0.15], [0.00, 0.09, -0.11], [-0.01, 0.14, -0.31], [-0.13, 0.16, 0.72], [0.09, 0.04, -0.13], [-0.11, 0.03, 0.21], [2.52, 2.34, 0.99], [0.16, -0.46, -0.18], [0.41, -0.05, -0.48], [0.81, 0.88, 0.27], [0.08, 0.18, -0.11], [-0.23, 0.19, -0.17], [0.64, -0.20, 0.73], [0.31, 0.50, -0.19], [0.39, -0.75, 0.29], [-0.55, -0.01, -0.61]]}



- What is the formula in the first record?
  CH5N3O



- What is the formula in the first record?
  CH5N3O